(1)
ORCA calculation (ωB97M-V/def2-TZVPD) on a structure of composition C12H19AsNO6ReS.

Results
Largest force on an atom, eV/Å: 0.54
Expectation value of S²: 0.89
Kohn-Sham gap (alpha / beta), eV: 7.60 / 7.35
HOMO (alpha / beta), hartree: -0.418 / -0.405
Multiplicity: 2
Total energy, Eh: -3686.80635
Total charge: +1

Geometry as XYZ:
```
41
C12H19AsNO6ReS (ωB97M-V/def2-TZVPD)
Re -0.714 1.414 -0.409
O 3.098 2.635 -0.235
C 1.905 2.560 -0.247
O 1.233 1.395 -0.245
C 0.986 3.741 -0.140
C 1.455 5.033 -0.055
C 0.529 6.063 0.047
C -0.821 5.759 0.060
C -1.222 4.439 -0.030
N -0.333 3.444 -0.126
H 2.521 5.206 -0.075
H 0.857 7.091 0.117
H -1.568 6.536 0.138
H -2.264 4.147 -0.027
O -1.323 -0.713 -0.989
S -2.819 -0.224 -0.310
O -3.819 -1.121 -0.737
O -2.776 1.126 -0.933
O -2.447 -0.125 1.077
C -2.082 -3.738 0.744
C -1.036 -3.558 -0.352
As -0.145 -1.847 -0.274
C 0.324 -1.374 1.536
C 1.313 -2.409 2.076
C 1.295 -1.644 -1.545
C 2.100 -2.927 -1.739
H -2.502 -4.739 0.671
H -2.900 -3.026 0.642
H -1.649 -3.633 1.740
H -1.466 -3.634 -1.353
H -0.248 -4.313 -0.286
H -0.603 -1.331 2.106
H 0.763 -0.376 1.508
H 0.899 -3.418 2.065
H 1.551 -2.166 3.111
H 2.250 -2.402 1.518
H 1.900 -0.814 -1.177
H 0.812 -1.319 -2.468
H 2.561 -3.268 -0.811
H 2.901 -2.739 -2.452
H 1.484 -3.732 -2.140
```



(2)
ORCA calculation (ωB97M-V/def2-TZVPD) on a structure of composition C12H19Br18 at a distorted geometry.

Results
Energy above the lowest of the compared OMol25 structures with the same formula, charge and spin, eV: 0.178
Largest force on an atom, eV/Å: 1.50
Kohn-Sham gap, eV: 2.14
HOMO, hartree: -0.033
Total energy, Eh: -46800.73539
Total charge: -1

Geometry as XYZ:
```
49
C12H19Br18 (ωB97M-V/def2-TZVPD)
C -2.626 -3.372 2.247
C -2.265 -2.230 1.265
C -0.773 -1.873 1.299
C 0.174 -3.077 1.486
C -0.453 -1.138 -0.006
C 1.046 -0.832 -0.165
H -2.234 -4.321 1.844
H -2.094 -3.192 3.182
H -3.697 -3.421 2.418
H -2.470 -2.595 0.250
H -0.589 -1.146 2.097
H 1.232 -2.820 1.396
H 0.054 -3.488 2.486
H -0.080 -3.830 0.739
H -1.009 -0.202 0.035
H -0.826 -1.700 -0.859
H 1.544 -1.749 -0.478
H 1.445 -0.619 0.825
H 1.264 -0.029 -0.860
C 0.720 0.699 4.732
Br -0.736 1.463 3.730
Br 0.628 -1.219 4.727
Br 2.432 1.326 4.092
H 0.621 1.029 5.755
C 1.887 1.771 -3.984
Br 1.116 0.009 -4.016
Br 0.659 3.097 -4.660
Br 2.524 2.235 -2.227
H 2.742 1.761 -4.642
C -1.349 6.798 -5.534
Br -2.148 5.050 -5.635
Br -2.544 8.170 -6.174
Br -0.713 7.168 -3.756
H -0.488 6.795 -6.187
C 0.037 8.425 0.458
Br 0.576 6.751 -0.321
Br 1.201 8.945 1.904
Br -0.105 9.814 -0.871
H -0.948 8.282 0.877
C -3.508 -6.779 -0.053
Br -1.664 -6.905 0.485
Br -4.674 -6.640 1.472
Br -3.787 -5.341 -1.301
H -3.757 -7.700 -0.558
C 4.844 -2.664 0.540
Br 3.696 -2.349 2.051
Br 4.620 -4.447 -0.160
Br 4.615 -1.330 -0.832
H 5.863 -2.585 0.887
```



(3)
ORCA calculation (ωB97M-V/def2-TZVPD) on a cluster of 6 separate species, C12H19Cl3N4O3 in total at a distorted geometry.

Results
Energy above the lowest of the compared OMol25 structures with the same formula, charge and spin, eV: 0.775
Largest force on an atom, eV/Å: 4.07
Kohn-Sham gap, eV: 11.05
HOMO, hartree: -0.399
Total energy, Eh: -2293.90308
Total charge: 0

Geometry as XYZ:
```
41
C12H19Cl3N4O3 (ωB97M-V/def2-TZVPD)
C 6.169 -6.333 17.115
O 4.924 -5.994 17.705
C 3.977 -5.589 16.881
O 4.010 -5.498 15.628
O 2.944 -5.239 17.675
C 1.831 -4.553 17.142
H 6.596 -5.406 16.730
H 5.986 -7.027 16.295
H 6.752 -6.796 17.911
H 1.229 -4.216 17.986
H 1.139 -5.168 16.566
H 2.165 -3.636 16.657
Cl 7.450 -1.097 19.911
C 8.324 -2.701 19.774
Cl 9.628 -2.661 18.554
Cl 7.260 -4.033 19.288
H 8.635 -3.006 20.773
C 3.695 -4.616 20.583
C 4.020 -3.969 21.906
N 4.220 -3.503 22.961
H 4.551 -4.763 19.924
H 2.966 -3.997 20.061
H 3.322 -5.602 20.861
C 7.749 -1.258 23.712
C 7.681 0.208 24.056
N 7.645 1.342 24.363
H 7.736 -1.359 22.627
H 6.930 -1.851 24.120
H 8.757 -1.616 23.923
C 9.278 -8.047 21.047
C 9.047 -6.628 21.422
N 8.892 -5.511 21.734
H 8.322 -8.572 21.050
H 9.915 -8.537 21.783
H 9.722 -8.043 20.052
C 12.541 -0.563 20.009
C 11.581 -1.047 20.999
N 10.846 -1.473 21.807
H 12.197 -0.794 19.000
H 13.492 -1.094 20.056
H 12.650 0.499 20.228
```



(4)
ORCA calculation (ωB97M-V/def2-TZVPD) on a structure of composition C12H19ClILaN4O at a distorted geometry.

Results
Energy above the lowest of the compared OMol25 structures with the same formula, charge and spin, eV: 7.386
Largest force on an atom, eV/Å: 5.12
Kohn-Sham gap (alpha / beta), eV: 1.86 / 1.86
HOMO (alpha / beta), hartree: 0.086 / 0.086
Total energy, Eh: -1551.97785
Total charge: -2

Geometry as XYZ:
```
39
C12H19ClILaN4O (ωB97M-V/def2-TZVPD)
C -0.080 -0.057 -5.262
I 0.339 0.716 -3.311
H -1.010 -0.632 -5.262
H 0.792 -0.670 -5.490
H -0.129 0.823 -5.908
C -1.127 3.012 1.045
C -2.129 2.705 0.221
N -1.673 1.680 -0.591
C -0.352 1.373 -0.257
N -0.046 2.213 0.740
H -1.071 3.771 1.805
H -3.102 3.130 0.063
C 1.596 -3.022 0.513
C 0.771 -1.210 -0.490
N 1.593 -1.646 0.466
H 0.523 -4.470 -0.764
N 0.239 -2.354 -1.064
H 2.199 -3.549 1.223
La -1.730 -0.809 -0.555
C 0.745 0.356 -0.848
O 1.884 0.874 -0.945
C 0.768 -3.475 -0.440
C -0.660 -2.515 -2.220
H -1.581 -3.078 -1.917
H -0.147 -3.074 -3.014
H -0.920 -1.529 -2.700
C 2.384 -0.807 1.367
H 3.097 -1.461 1.873
H 1.725 -0.356 2.116
H 2.904 -0.028 0.804
C 1.236 2.396 1.429
H 1.249 3.408 1.839
H 2.071 2.271 0.738
H 1.321 1.685 2.253
C -2.447 1.369 -1.795
H -1.821 0.829 -2.543
H -2.774 2.295 -2.279
H -3.364 0.783 -1.567
Cl -1.704 -1.121 2.004
```



(5)
ORCA calculation (ωB97M-V/def2-TZVPD) on a structure of composition C12H19ClINO2PTi at a distorted geometry.

Results
Largest force on an atom, eV/Å: 9.04
Expectation value of S²: 0.76
Kohn-Sham gap (alpha / beta), eV: 6.22 / 6.37
HOMO (alpha / beta), hartree: -0.557 / -0.557
Multiplicity: 2
Total energy, Eh: -2622.04582
Total charge: +2

Geometry as XYZ:
```
38
C12H19ClINO2PTi (ωB97M-V/def2-TZVPD)
C 6.389 -1.453 0.195
C 5.468 -0.456 0.800
H 7.389 -1.319 0.598
H 6.412 -1.340 -0.881
H 6.059 -2.464 0.382
O 5.750 0.500 1.442
I 3.096 -0.880 0.593
Ti 0.552 -0.707 -0.380
P 0.625 1.245 -1.734
C -0.059 2.885 -1.279
C 2.378 1.519 -2.074
H -0.166 -0.179 -3.546
H 0.312 1.450 -4.090
H -1.263 1.216 -3.292
C -0.216 0.891 -3.317
H 2.916 0.563 -2.155
H 2.428 2.065 -3.026
H 0.304 3.624 -2.018
H 0.261 3.191 -0.266
H 2.826 2.114 -1.265
H -1.165 2.885 -1.309
C 0.539 0.596 1.130
O 0.404 1.447 1.944
Cl 0.789 -2.903 -0.809
N -1.612 -0.638 -0.752
C -2.611 -0.817 0.290
C -3.943 -0.536 -0.026
C -4.883 -0.565 1.018
C -4.469 -0.883 2.312
C -3.138 -1.140 2.590
C -2.203 -1.158 1.551
H -1.784 0.206 -1.336
H -1.724 -1.379 -1.458
H -4.221 -0.329 -1.066
H -5.926 -0.309 0.825
H -5.183 -0.834 3.121
H -2.769 -1.297 3.594
H -1.144 -1.420 1.680
```



(6)
ORCA calculation (ωB97M-V/def2-TZVPD) on a structure of composition C12H19DyI2N4O at a distorted geometry.

Results
Largest force on an atom, eV/Å: 12.35
Expectation value of S²: 9.73
Kohn-Sham gap (alpha / beta), eV: 2.35 / 2.28
HOMO (alpha / beta), hartree: 0.073 / 0.074
Multiplicity: 6
Total energy, Eh: -2242.86368
Total charge: -2

Geometry as XYZ:
```
39
C12H19DyI2N4O (ωB97M-V/def2-TZVPD)
C -3.242 -1.039 -4.473
I -1.820 0.082 -4.603
H -3.170 -1.161 -3.279
H -2.709 -1.855 -4.991
H -4.044 -0.350 -4.819
C 0.987 3.597 2.213
C -0.162 3.833 1.631
N -0.676 2.669 1.162
C 0.234 1.618 1.452
N 1.263 2.282 2.141
H 1.709 4.328 2.749
H -0.759 4.814 1.484
C 2.136 -2.636 -1.255
C 0.940 -1.644 0.467
N 2.142 -1.618 -0.254
H 0.526 -4.069 -1.752
N 0.150 -2.626 -0.177
H 2.970 -2.800 -1.866
Dy -0.873 -0.403 1.054
C -1.565 0.145 -1.798
O -1.859 -0.125 -0.784
C 0.944 -3.240 -1.194
C -1.112 -3.055 0.213
H -1.145 -4.173 0.325
H -1.895 -2.810 -0.544
H -1.437 -2.662 1.221
C 3.178 -0.714 -0.028
H 4.044 -0.961 -0.678
H 3.512 -0.736 1.027
H 2.868 0.328 -0.250
C 2.394 1.575 2.632
H 2.766 2.079 3.550
H 3.219 1.551 1.894
H 2.137 0.538 2.877
C -1.918 2.488 0.502
H -1.790 2.192 -0.558
H -2.469 3.459 0.519
H -2.568 1.733 1.000
I -2.906 -0.632 3.188
```



Q: The lowest largest force on an atom belongs to which entry?
A: C12H19AsNO6ReS



Copy entry 3 word for word.
ORCA calculation (ωB97M-V/def2-TZVPD) on a cluster of 6 separate species, C12H19Cl3N4O3 in total at a distorted geometry.

Results
Energy above the lowest of the compared OMol25 structures with the same formula, charge and spin, eV: 0.775
Largest force on an atom, eV/Å: 4.07
Kohn-Sham gap, eV: 11.05
HOMO, hartree: -0.399
Total energy, Eh: -2293.90308
Total charge: 0

Geometry as XYZ:
```
41
C12H19Cl3N4O3 (ωB97M-V/def2-TZVPD)
C 6.169 -6.333 17.115
O 4.924 -5.994 17.705
C 3.977 -5.589 16.881
O 4.010 -5.498 15.628
O 2.944 -5.239 17.675
C 1.831 -4.553 17.142
H 6.596 -5.406 16.730
H 5.986 -7.027 16.295
H 6.752 -6.796 17.911
H 1.229 -4.216 17.986
H 1.139 -5.168 16.566
H 2.165 -3.636 16.657
Cl 7.450 -1.097 19.911
C 8.324 -2.701 19.774
Cl 9.628 -2.661 18.554
Cl 7.260 -4.033 19.288
H 8.635 -3.006 20.773
C 3.695 -4.616 20.583
C 4.020 -3.969 21.906
N 4.220 -3.503 22.961
H 4.551 -4.763 19.924
H 2.966 -3.997 20.061
H 3.322 -5.602 20.861
C 7.749 -1.258 23.712
C 7.681 0.208 24.056
N 7.645 1.342 24.363
H 7.736 -1.359 22.627
H 6.930 -1.851 24.120
H 8.757 -1.616 23.923
C 9.278 -8.047 21.047
C 9.047 -6.628 21.422
N 8.892 -5.511 21.734
H 8.322 -8.572 21.050
H 9.915 -8.537 21.783
H 9.722 -8.043 20.052
C 12.541 -0.563 20.009
C 11.581 -1.047 20.999
N 10.846 -1.473 21.807
H 12.197 -0.794 19.000
H 13.492 -1.094 20.056
H 12.650 0.499 20.228
```



Q: The highest largest force on an atom belongs to which entry?
A: C12H19DyI2N4O



Q: Which of these has the lowest largest force on an atom?
A: C12H19AsNO6ReS